1.
Entry from the OMol25 dataset: 2 unconnected molecules or ions with the total composition C2H6N at a distorted geometry (the ωB97M-V functional and the def2-TZVPD basis).

Positions of all 9 atoms, in Å:
C  0.0846  0.8586  0.1278
C  0.6841  -0.5344  0.3180
N  -0.4860  -0.3200  -0.4679
H  -0.5456  1.1609  0.9925
H  0.5414  1.7776  -0.3850
H  1.6001  -0.5843  -0.3283
H  0.5401  -1.1364  1.2336
H  -1.8909  -0.7688  -0.0246
H  -0.5280  -0.4531  -1.4662

As for the maximum force: 0.1240 Eh/bohr. As for the spin multiplicity: 1. The calculation puts the energy above the lowest of the compared OMol25 structures with the same formula, charge and spin at 3.148 eV. The frontier orbital gap comes out at 11.342 eV. Its net charge is +1. For the LUMO energy, the calculation gives -0.230 Eh.



2.
Entry from the OMol25 dataset: a molecular structure, C2H6N2 at a distorted geometry (the ωB97M-V functional and the def2-TZVPD basis).

Positions of all 10 atoms, in Å:
C  1.2813  -0.6505  0.0151
N  0.6332  0.6593  -0.1490
C  -0.5676  0.7802  0.3661
N  -1.9112  0.1156  -0.1118
H  2.2775  -0.4648  0.3814
H  0.7318  -1.3661  0.5249
H  1.4388  -0.9673  -1.0218
H  -0.8388  1.3418  1.2188
H  -1.4107  1.1605  -0.4205
H  -1.6343  -0.6087  -0.8032

As for the maximum force: 0.0879 Eh/bohr. As for the spin multiplicity: 1. The calculation puts the energy above the lowest of the compared OMol25 structures with the same formula, charge and spin at 5.536 eV. The frontier orbital gap comes out at 8.130 eV. For the LUMO energy, the calculation gives -0.006 Eh.



3.
Entry from the OMol25 dataset: C2H6N2 in the gas phase at a distorted geometry (the ωB97M-V functional and the def2-TZVPD basis).

Positions of all 10 atoms, in Å:
C  0.7005  -1.0220  -0.2637
C  -0.6784  -0.4180  -0.5444
N  -1.1489  0.6492  -0.0912
N  -0.4466  1.5062  0.6949
H  0.8229  -1.3459  0.7527
H  1.4237  -0.1460  -0.2868
H  1.0482  -1.8448  -0.9937
H  -1.2192  -1.0351  -1.3005
H  -0.9270  2.4236  0.7393
H  0.4248  1.2329  1.2933

As for the maximum force: 0.0618 Eh/bohr. The SMILES is C/C=N\N. As for the spin multiplicity: 1. The calculation puts the energy above the lowest of the compared OMol25 structures with the same formula, charge and spin at 2.275 eV. The frontier orbital gap comes out at 9.617 eV. For the LUMO energy, the calculation gives 0.038 Eh.



4.
Entry from the OMol25 dataset: 2 unconnected molecules or ions with the total composition C2H6N2 (the ωB97M-V functional and the def2-TZVPD basis).

Positions of all 10 atoms, in Å:
C  -0.1108  -1.1297  2.1236
N  -0.7825  -1.6025  1.1693
H  -0.2629  -0.0874  2.4043
H  0.6182  -1.6705  2.7305
H  -0.5400  -2.5749  0.9880
C  -0.0066  1.7015  -2.0418
N  0.1989  0.6716  -1.3574
H  -1.0326  2.0709  -2.1236
H  0.7593  2.2788  -2.5701
H  1.1590  0.3423  -1.3227

As for the maximum force: 0.0145 Eh/bohr. The SMILES is C=N.C=N. As for the spin multiplicity: 1. The calculation puts the energy above the lowest of the compared OMol25 structures with the same formula, charge and spin at 2.355 eV. The frontier orbital gap comes out at 10.923 eV. For the LUMO energy, the calculation gives 0.046 Eh.



5.
Entry from the OMol25 dataset: C2H6N2 in the gas phase at a distorted geometry (the ωB97M-V functional and the def2-TZVPD basis).

Positions of all 10 atoms, in Å:
C  -1.2962  -0.3155  0.3117
N  -0.0378  -0.5010  -0.3513
C  0.9830  0.6036  -0.5874
N  1.0249  -0.1222  0.6244
H  -1.9667  -1.1506  -0.0185
H  -1.0445  -0.3635  1.2918
H  -1.7389  0.6646  0.0622
H  0.6809  1.7027  -0.5236
H  1.5786  0.1945  -1.4056
H  1.8168  -0.7126  0.5963

As for the maximum force: 0.0681 Eh/bohr. The SMILES is CN1CN1. As for the spin multiplicity: 1. The calculation puts the energy above the lowest of the compared OMol25 structures with the same formula, charge and spin at 3.411 eV. The frontier orbital gap comes out at 10.516 eV. For the LUMO energy, the calculation gives 0.047 Eh.



6.
Entry from the OMol25 dataset: 2 unconnected molecules or ions with the total composition C2H6N2 at a distorted geometry (the ωB97M-V functional and the def2-TZVPD basis).

Positions of all 10 atoms, in Å:
C  -0.8824  0.3213  -0.0529
C  -0.6133  -1.1160  -0.1802
N  1.7288  0.7299  -0.1394
N  -1.9918  0.8925  0.1040
H  1.7478  1.8276  -0.0018
H  -1.5651  -1.6929  -0.5703
H  -0.1576  -1.5466  0.8302
H  0.1228  -1.1915  -0.8866
H  2.0817  0.3427  0.7492
H  -2.0478  1.9641  -0.0374

As for the maximum force: 0.0715 Eh/bohr. As for the spin multiplicity: 1. The calculation puts the energy above the lowest of the compared OMol25 structures with the same formula, charge and spin at 5.044 eV. The frontier orbital gap (spin up / spin down) comes out at 10.358 / 7.638 eV. For the LUMO energy (spin up / spin down), the calculation gives 0.002 / -0.009 Eh.



7.
Entry from the OMol25 dataset: 2 unconnected molecules or ions with the total composition C2H6N2 at a distorted geometry (the ωB97M-V functional and the def2-TZVPD basis).

Positions of all 10 atoms, in Å:
C  -0.4789  -3.3306  -1.3426
N  -1.2317  -2.4181  -0.8918
H  -0.8555  -4.3111  -1.6297
H  0.5199  -3.1688  -1.7660
H  -0.6629  -1.5707  -0.9602
C  0.9353  2.9364  1.1833
N  -0.2732  3.1886  1.0677
H  1.4668  2.7385  0.2372
H  1.4120  2.8945  2.1702
H  -0.8318  3.0413  1.9320

As for the maximum force: 0.0583 Eh/bohr. As for the spin multiplicity: 2. The calculation puts the energy above the lowest of the compared OMol25 structures with the same formula, charge and spin at 3.907 eV. The frontier orbital gap (spin up / spin down) comes out at 6.044 / 2.120 eV. Its net charge is +1. For the LUMO energy (spin up / spin down), the calculation gives -0.243 / -0.387 Eh.



8.
Entry from the OMol25 dataset: C2H6N2O in the gas phase at a distorted geometry (the ωB97M-V functional and the def2-TZVPD basis).

Positions of all 11 atoms, in Å:
N  -0.9884  -0.9318  0.4233
C  0.2505  -0.7789  -0.2955
C  0.9163  0.5892  -0.1159
N  0.0478  1.5863  0.1215
O  2.1248  0.6697  -0.2015
H  -0.8999  -1.1213  1.4058
H  -1.7505  -1.4471  0.0237
H  0.0310  -0.8571  -1.3398
H  0.9833  -1.5660  -0.1141
H  -0.9184  1.3070  0.2063
H  0.2036  2.5501  -0.1138

As for the maximum force: 0.0223 Eh/bohr. The SMILES is NCC(N)=O. As for the spin multiplicity: 1. The calculation puts the energy above the lowest of the compared OMol25 structures with the same formula, charge and spin at 0.430 eV. The frontier orbital gap comes out at 10.179 eV. For the LUMO energy, the calculation gives 0.033 Eh.



| no. | E (eV) | molar mass (g/mol) |
| --- | --- | --- |
| 1 | -3650.5677 | 44.077 |
| 2 | -5146.3841 | 58.084 |
| 3 | -5149.6448 | 58.084 |
| 4 | -5149.5650 | 58.084 |
| 5 | -5148.5085 | 58.084 |
| 6 | -5146.8753 | 58.084 |
| 7 | -5139.0364 | 58.084 |
| 8 | -7199.3575 | 74.083 |